[1]
{"formula": "C34H44CaCl3N2OP2Si3", "method": "wB97M-V/def2-TZVPD", "elements": ["Ca", "C", "Si", "C", "C", "N", "P", "C", "P", "N", "Si", "C", "C", "C", "C", "C", "C", "C", "C", "C", "C", "C", "C", "C", "C", "C", "C", "C", "C", "C", "C", "C", "C", "C", "C", "C", "C", "C", "H", "H", "H", "H", "H", "H", "H", "H", "H", "H", "H", "H", "H", "H", "H", "H", "H", "H", "H", "H", "H", "H", "H", "H", "H", "H", "H", "H", "H", "H", "H", "H", "H", "H", "H", "H", "H", "H", "Cl", "Si", "Cl", "Cl", "C", "C", "C", "O", "H", "H", "H", "H", "H", "H"], "xyz": [[-0.02, -1.63, 0.24], [-4.99, -0.95, 0.63], [-3.98, 0.61, 0.32], [-4.59, 1.26, -1.35], [-4.57, 1.83, 1.64], [-2.32, 0.30, 0.34], [-1.12, 1.37, 0.36], [0.28, 0.64, -0.17], [1.94, 0.61, -0.03], [2.42, -0.90, -0.30], [3.62, -1.56, -1.30], [5.23, -0.58, -1.29], [4.02, -3.29, -0.70], [3.08, -1.70, -3.10], [2.63, 1.12, 1.58], [2.37, 2.39, 2.10], [2.88, 2.78, 3.33], [3.69, 1.90, 4.04], [3.98, 0.65, 3.52], [3.46, 0.27, 2.30], [2.80, 1.79, -1.15], [3.88, 2.59, -0.80], [4.49, 3.41, -1.74], [4.04, 3.43, -3.05], [2.97, 2.62, -3.42], [2.36, 1.81, -2.47], [-1.56, 2.83, -0.68], [-1.19, 2.76, -2.02], [-1.57, 3.73, -2.93], [-2.34, 4.81, -2.51], [-2.73, 4.90, -1.18], [-2.35, 3.91, -0.28], [-1.02, 2.06, 2.06], [-0.71, 3.38, 2.36], [-0.59, 3.81, 3.68], [-0.75, 2.92, 4.72], [-1.04, 1.59, 4.44], [-1.18, 1.17, 3.12], [-6.05, -0.75, 0.48], [-4.86, -1.32, 1.65], [-4.70, -1.73, -0.07], [-5.67, 1.15, -1.45], [-4.11, 0.72, -2.16], [-4.34, 2.32, -1.47], [-5.64, 1.68, 1.81], [-4.44, 2.87, 1.33], [-4.05, 1.69, 2.59], [5.44, -0.15, -0.31], [5.21, 0.25, -2.01], [6.07, -1.23, -1.55], [4.47, -3.27, 0.29], [4.70, -3.80, -1.38], [3.11, -3.90, -0.61], [3.16, -0.74, -3.61], [2.04, -2.02, -3.15], [3.69, -2.43, -3.64], [1.76, 3.08, 1.54], [2.65, 3.76, 3.72], [4.10, 2.20, 5.01], [4.62, -0.03, 4.08], [3.67, -0.71, 1.89], [4.25, 2.58, 0.22], [5.33, 4.03, -1.45], [4.52, 4.06, -3.79], [2.61, 2.62, -4.44], [1.52, 1.18, -2.75], [-0.60, 1.91, -2.34], [-1.27, 3.65, -3.97], [-2.64, 5.58, -3.22], [-3.34, 5.73, -0.85], [-2.69, 3.98, 0.74], [-0.53, 4.09, 1.56], [-0.35, 4.85, 3.88], [-0.65, 3.25, 5.75], [-1.16, 0.88, 5.24], [-1.44, 0.14, 2.92], [2.09, -2.91, 2.51], [0.18, -3.89, 2.38], [0.58, -5.75, 3.36], [0.45, -4.55, 0.23], [-3.31, -3.77, 1.31], [-2.97, -3.56, -0.13], [-3.77, -4.30, -1.18], [-2.04, -2.86, -0.50], [-4.38, -3.89, 1.44], [-2.93, -2.95, 1.92], [-2.82, -4.69, 1.63], [-3.16, -5.14, -1.52], [-3.94, -3.64, -2.03], [-4.71, -4.68, -0.79]], "lowdin_charge": [1.034, -0.180, 0.291, -0.177, -0.174, -0.279, 0.578, -0.589, 0.576, -0.347, 0.268, -0.175, -0.200, -0.182, -0.281, -0.106, -0.089, -0.099, -0.087, -0.110, -0.264, -0.090, -0.094, -0.104, -0.091, -0.111, -0.264, -0.089, -0.088, -0.104, -0.096, -0.123, -0.275, -0.121, -0.100, -0.102, -0.085, -0.097, 0.027, 0.024, 0.004, 0.019, 0.025, 0.008, 0.021, 0.005, 0.018, 0.020, 0.015, 0.021, 0.016, 0.021, -0.024, 0.007, 0.018, 0.019, 0.100, 0.097, 0.093, 0.098, 0.050, 0.101, 0.096, 0.093, 0.098, 0.093, 0.078, 0.097, 0.093, 0.097, 0.085, 0.099, 0.098, 0.094, 0.099, 0.094, 0.097, -0.428, 0.016, 0.025, -0.053, -0.520, -0.010, -0.111, 0.081, 0.063, 0.085, 0.095, 0.090, 0.078], "energy_ev": -139228.50059, "e_homo_ev": -4.54, "charge": -1, "orbital_gap_ev": 6.97, "e_above_lowest_kj_mol": 0.00}

=====

[2]
{"formula": "C34H44ClN9NiO9P2S", "method": "wB97M-V/def2-TZVPD", "elements": ["Ni", "N", "C", "C", "C", "C", "C", "C", "S", "O", "O", "N", "C", "N", "C", "C", "C", "N", "H", "H", "H", "H", "H", "H", "H", "H", "H", "N", "C", "C", "P", "O", "O", "O", "P", "O", "O", "O", "H", "H", "H", "H", "H", "H", "H", "H", "C", "C", "C", "C", "C", "O", "C", "C", "C", "C", "C", "C", "Cl", "C", "C", "C", "N", "C", "N", "C", "N", "H", "H", "H", "H", "H", "H", "H", "H", "H", "H", "H", "H", "H", "H", "H", "H", "H", "H", "H", "H", "H", "H", "N", "C", "C", "C", "C", "C", "C", "H", "H", "H", "H", "H"], "xyz": [[0.46, -0.62, -0.35], [-1.00, 7.08, 5.00], [-1.23, 6.26, 3.88], [-1.49, 6.83, 2.63], [-1.74, 6.02, 1.53], [-1.75, 4.64, 1.67], [-1.50, 4.07, 2.91], [-1.25, 4.87, 4.01], [-2.07, 3.59, 0.28], [-1.97, 4.43, -0.89], [-3.37, 2.98, 0.53], [-1.04, 2.39, 0.32], [0.27, 2.59, 0.05], [0.96, 1.48, -0.33], [2.22, 1.66, -0.71], [2.85, 2.90, -0.69], [2.08, 3.95, -0.22], [0.82, 3.82, 0.15], [-0.58, 7.96, 4.76], [-0.45, 6.61, 5.71], [-1.48, 7.91, 2.53], [-1.91, 6.44, 0.55], [-1.50, 2.99, 3.01], [-1.05, 4.42, 4.97], [2.75, 0.76, -1.02], [3.88, 3.02, -1.01], [2.50, 4.94, -0.12], [-2.55, -0.39, 0.07], [-2.70, -1.23, -1.16], [-4.19, -1.32, -1.48], [-1.95, -2.86, -0.68], [-1.77, -3.62, -2.10], [-2.94, -3.52, 0.21], [-0.55, -2.57, -0.19], [-1.77, -0.44, -2.57], [-2.34, 1.07, -2.33], [-2.30, -0.99, -3.83], [-0.29, -0.47, -2.27], [-3.14, -0.75, 0.83], [-2.74, 0.61, -0.08], [-1.56, -0.42, 0.40], [-4.70, -1.86, -0.68], [-4.33, -1.86, -2.41], [-4.61, -0.32, -1.60], [-2.56, -3.54, -2.65], [-1.64, 1.74, -2.34], [-0.22, -6.70, 2.35], [0.52, -7.16, 1.09], [0.10, -8.60, 0.77], [0.01, -6.29, -0.07], [2.10, -7.06, 1.23], [2.66, -7.03, -0.08], [2.81, -8.30, 1.86], [3.11, -8.35, 3.37], [1.96, -8.58, 4.31], [1.65, -7.65, 5.31], [0.59, -7.85, 6.17], [-0.18, -9.00, 6.04], [-1.52, -9.27, 7.13], [0.11, -9.94, 5.07], [1.18, -9.72, 4.22], [2.56, -5.82, 2.01], [2.10, -4.59, 1.43], [1.88, -3.43, 2.21], [1.88, -2.44, 1.21], [2.37, -2.98, 0.09], [2.60, -4.26, 0.18], [-1.29, -6.88, 2.22], [-0.10, -5.62, 2.50], [0.10, -7.23, 3.25], [-0.95, -8.60, 0.47], [0.19, -9.26, 1.63], [0.69, -9.00, -0.06], [-1.08, -6.34, -0.10], [0.39, -6.64, -1.03], [0.27, -5.24, 0.04], [2.62, -6.11, -0.39], [3.78, -8.31, 1.36], [2.31, -9.22, 1.56], [3.65, -7.46, 3.68], [3.81, -9.18, 3.51], [2.24, -6.75, 5.39], [0.34, -7.12, 6.93], [-0.50, -10.83, 4.98], [1.40, -10.46, 3.45], [3.66, -5.83, 2.06], [2.17, -5.85, 3.03], [1.03, -3.46, 2.89], [2.54, -2.39, -0.79], [1.59, -1.07, 1.28], [0.88, -0.72, 2.43], [1.25, 0.45, 3.10], [0.57, 0.89, 4.21], [-0.53, 0.18, 4.70], [-0.93, -0.97, 4.03], [-0.25, -1.42, 2.91], [2.11, 1.00, 2.72], [0.89, 1.80, 4.72], [-1.06, 0.53, 5.58], [-1.79, -1.52, 4.38], [-0.60, -2.28, 2.37]], "lowdin_charge": [0.290, 0.067, -0.336, -0.046, -0.061, -0.294, -0.056, -0.038, 0.558, -0.336, -0.348, -0.096, -0.447, 0.091, -0.130, -0.078, -0.155, 0.129, 0.072, 0.073, 0.101, 0.108, 0.108, 0.104, 0.104, 0.084, 0.098, 0.172, -0.516, -0.091, 0.294, -0.140, -0.334, -0.313, 0.311, -0.163, -0.318, -0.330, 0.156, 0.105, 0.098, 0.072, 0.075, 0.085, 0.061, 0.059, -0.024, -0.479, -0.062, -0.045, -0.414, -0.050, -0.107, -0.146, -0.238, -0.045, -0.103, -0.674, 0.623, -0.109, -0.049, -0.140, -0.174, -0.145, -0.115, -0.177, 0.096, 0.090, 0.081, 0.060, 0.081, 0.057, 0.088, 0.086, 0.087, 0.063, 0.058, 0.118, 0.094, 0.098, 0.117, 0.114, 0.104, 0.100, 0.115, 0.114, 0.106, 0.058, 0.121, 0.012, -0.300, -0.042, -0.122, -0.128, -0.101, -0.063, 0.102, 0.089, 0.084, 0.095, 0.094], "energy_ev": -150793.55553, "e_homo_ev": [1.04, 1.05], "charge": -2, "orbital_gap_ev": [2.53, 2.52]}